A structure of composition C29H25BaINO3S in a non-equilibrium geometry, computed with the ωB97M-V functional and the def2-TZVPD basis.

The geometry in XYZ format:
```
61
Properties=species:S:1:pos:R:3:forces:R:3
Ba 0.453 -0.171 0.325 -1.831 -0.594 -0.341
O 2.319 1.432 0.691 0.659 0.869 0.012
C 3.032 0.401 0.806 -0.013 0.086 -0.140
O 2.618 -0.590 1.458 0.844 -0.539 0.458
C 4.270 0.267 -0.028 0.035 0.038 -0.011
C 5.514 0.522 0.523 0.114 0.005 -0.066
C 6.668 0.404 -0.241 0.014 0.036 0.113
C 6.557 0.021 -1.569 0.026 -0.014 -0.051
C 5.314 -0.244 -2.118 0.042 -0.014 -0.073
C 4.139 -0.133 -1.371 -0.325 -0.061 -0.131
S 2.576 -0.521 -2.125 0.197 0.075 0.242
H 5.578 0.814 1.564 0.002 0.010 0.027
H 7.637 0.608 0.198 0.003 -0.003 -0.004
H 7.444 -0.079 -2.184 0.014 0.006 0.009
H 5.230 -0.552 -3.154 0.001 -0.001 0.002
I -2.110 1.682 2.283 -0.048 0.436 0.082
C -2.610 0.197 3.665 -0.031 -0.382 0.087
C -3.288 0.503 4.808 0.016 0.114 -0.097
C -3.646 -0.541 5.688 -0.029 0.000 0.064
C -3.335 -1.836 5.390 -0.039 0.005 0.058
C -2.636 -2.162 4.202 -0.029 -0.051 0.034
C -2.320 -3.499 3.862 0.020 -0.045 -0.014
C -1.640 -3.758 2.706 -0.021 -0.001 -0.014
C -1.233 -2.695 1.861 -0.098 -0.106 0.161
C -1.490 -1.364 2.121 0.191 -0.322 -0.245
C -2.235 -1.132 3.314 0.084 0.365 -0.151
H -3.553 1.527 5.036 -0.008 0.005 0.015
H -4.176 -0.304 6.603 -0.007 0.008 0.001
H -3.622 -2.633 6.067 0.006 -0.023 -0.009
H -2.622 -4.301 4.526 -0.009 0.004 0.012
H -1.405 -4.783 2.436 0.005 -0.016 0.015
H -0.690 -2.994 0.960 0.072 0.032 -0.049
C -1.199 3.294 -3.361 0.044 0.083 -0.109
C -1.214 2.308 -2.298 0.019 -0.052 0.103
N -1.213 1.540 -1.448 -0.005 -0.021 0.003
H -1.045 4.282 -2.932 -0.004 0.010 -0.031
H -2.143 3.275 -3.901 0.004 0.010 -0.009
H -0.381 3.070 -4.044 -0.001 0.015 -0.010
C -2.292 -5.621 -6.830 -0.017 -0.052 -0.057
C -1.799 -4.659 -5.785 0.040 0.005 -0.041
C -2.531 -4.431 -4.629 -0.021 0.041 0.074
C -2.098 -3.552 -3.642 0.063 -0.086 -0.182
C -2.954 -3.369 -2.424 -0.090 0.024 0.098
C -0.884 -2.870 -3.848 0.014 0.043 0.011
C -0.417 -1.874 -2.866 0.018 0.082 0.045
O -0.837 -1.785 -1.728 0.084 0.022 0.021
C -0.118 -3.096 -5.007 -0.127 -0.058 0.051
C 1.214 -2.442 -5.267 0.122 0.037 -0.038
C -0.594 -3.992 -5.956 -0.013 -0.005 0.080
H -3.249 -6.057 -6.547 -0.006 0.003 0.010
H -1.581 -6.436 -6.977 0.011 0.001 0.006
H -2.418 -5.124 -7.793 0.006 0.015 0.001
H -3.470 -4.953 -4.485 -0.009 -0.007 0.000
H -3.890 -3.913 -2.551 -0.009 -0.001 0.015
H -3.176 -2.319 -2.235 -0.002 -0.007 -0.014
H -2.456 -3.724 -1.522 0.008 -0.016 -0.012
H 0.340 -1.156 -3.211 0.033 -0.021 -0.023
H 1.693 -2.011 -4.391 0.013 -0.006 0.032
H 1.115 -1.654 -6.018 -0.022 0.026 0.025
H 1.903 -3.184 -5.673 -0.011 0.005 -0.028
H 0.001 -4.177 -6.843 0.000 -0.013 -0.017
```
Positions in Å, forces in eV/Å.

Values from the calculation:
**Total charge**: -1
**Gap between HOMO and LUMO**: 6.089 eV
**Highest occupied orbital energy**: -4.01 eV

A structure of composition C29H25Cl5FIrN3O3, computed with the ωB97M-V functional and the def2-TZVPD basis.

The geometry in XYZ format:
```
67
Properties=species:S:1:pos:R:3:forces:R:3
Ir -0.258 3.270 0.045 -0.304 -0.742 0.141
C 5.288 -1.794 -1.391 -0.012 0.002 0.002
C 4.773 -1.573 0.023 0.024 -0.011 -0.011
N 3.478 -0.881 0.045 -0.009 0.045 0.036
C 3.463 0.450 0.222 0.005 -0.061 -0.010
C 2.348 1.244 0.237 -0.082 0.046 -0.013
C 2.646 2.731 0.449 -0.066 -0.033 0.007
O 3.807 3.023 0.670 0.024 -0.003 -0.002
O 1.691 3.584 0.365 0.037 0.027 0.028
C 1.086 0.621 0.075 0.099 0.076 0.093
O -0.040 1.193 0.113 0.178 0.034 -0.146
C 1.093 -0.821 -0.136 0.019 -0.103 0.003
C -0.119 -1.492 -0.319 0.003 -0.018 0.003
C -0.134 -2.842 -0.512 -0.062 0.045 0.035
F -1.325 -3.464 -0.638 0.012 -0.016 -0.004
C 1.046 -3.600 -0.564 0.073 0.019 -0.024
C 2.246 -2.934 -0.390 -0.024 -0.053 -0.037
C 2.287 -1.554 -0.154 -0.017 0.074 -0.008
N 1.070 -4.997 -0.803 0.018 -0.033 0.034
C 1.738 -5.857 0.164 -0.040 -0.020 0.019
C 2.542 -6.904 -0.617 -0.010 0.004 -0.006
N 1.854 -7.101 -1.945 0.006 0.040 -0.004
C 0.363 -7.102 -1.774 0.010 0.001 0.008
C -0.075 -5.676 -1.400 0.010 -0.001 -0.022
H 6.227 -2.347 -1.365 0.001 0.006 0.005
H 5.471 -0.839 -1.882 -0.007 -0.002 0.000
H 4.573 -2.351 -1.998 0.005 -0.006 0.003
H 5.466 -0.954 0.588 0.007 0.001 -0.004
H 4.674 -2.507 0.576 -0.004 0.001 -0.005
H 4.417 0.942 0.375 -0.001 0.003 -0.002
H -1.045 -0.935 -0.281 -0.003 -0.006 -0.003
H 3.165 -3.496 -0.474 -0.008 -0.012 0.001
H 1.010 -6.345 0.824 0.006 0.000 0.007
H 2.404 -5.282 0.800 0.013 0.022 -0.018
H 2.578 -7.869 -0.115 -0.004 -0.002 -0.001
H 3.555 -6.572 -0.835 0.006 -0.001 0.016
H 2.180 -7.952 -2.401 -0.001 -0.017 0.012
H 2.100 -6.307 -2.540 -0.002 -0.010 -0.016
H 0.148 -7.825 -0.990 -0.011 -0.008 -0.006
H -0.096 -7.444 -2.699 0.001 0.012 -0.007
H -0.938 -5.752 -0.734 0.005 -0.006 0.002
H -0.386 -5.131 -2.290 -0.009 0.015 0.003
Cl -0.059 6.564 -2.769 0.012 0.016 -0.074
C -0.456 6.381 -1.102 -0.123 0.022 0.161
C -0.472 5.182 -0.463 -0.058 0.275 0.349
C -0.741 5.028 0.839 0.314 0.371 -0.432
Cl -2.543 2.740 -0.382 -0.013 -0.071 -0.030
C -1.035 6.048 1.687 -0.029 0.014 -0.075
Cl -1.324 5.836 3.378 -0.010 -0.018 0.038
C -1.093 7.322 1.072 0.015 -0.011 0.011
Cl -1.516 8.692 2.028 0.002 -0.006 -0.001
C -0.806 7.485 -0.287 -0.009 0.011 -0.016
Cl -0.875 9.055 -0.991 0.000 -0.001 -0.004
C -3.720 4.136 -0.148 0.024 0.085 -0.023
C -4.745 3.786 0.874 -0.010 -0.002 -0.006
C -4.698 4.381 2.130 0.040 -0.019 0.014
C -5.661 4.074 3.081 0.007 0.005 0.011
C -6.667 3.169 2.783 0.002 -0.004 -0.013
C -6.716 2.570 1.530 -0.009 -0.004 0.008
C -5.760 2.879 0.579 -0.010 0.032 -0.015
H -3.097 4.975 0.143 -0.022 0.023 -0.013
H -4.129 4.295 -1.142 -0.004 -0.031 0.001
H -3.906 5.082 2.364 -0.009 -0.003 0.002
H -5.622 4.544 4.055 0.001 0.001 -0.004
H -7.419 2.932 3.525 0.000 0.001 0.000
H -7.507 1.870 1.294 0.004 0.002 0.001
H -5.802 2.420 -0.403 -0.001 0.003 0.003
```
Positions in Å, forces in eV/Å.

Values from the calculation:
**Total charge**: +1
**Gap between HOMO and LUMO**: 5.578 eV
**Highest occupied orbital energy**: -9.18 eV

A cluster of 2 separate species, C29H25N3O2 in total in a non-equilibrium geometry, computed with the ωB97M-V functional and the def2-TZVPD basis.

The geometry in XYZ format:
```
59
Properties=species:S:1:pos:R:3:forces:R:3
C -2.789 0.801 2.335 0.383 -0.318 -0.025
C -1.512 1.404 2.295 -0.254 0.072 0.013
C -0.388 0.595 2.191 -1.131 0.333 0.117
C -0.564 -0.765 2.130 -0.743 -0.052 0.036
C -1.791 -1.402 2.172 -0.063 0.257 0.011
C -2.932 -0.599 2.277 0.405 0.337 0.011
C 0.770 -1.375 1.997 -0.032 -0.522 0.007
O 0.851 -2.601 1.846 0.099 1.193 0.068
N 1.732 -0.391 2.051 0.004 0.373 -0.152
C 1.103 0.843 2.135 0.277 -0.656 -0.003
O 1.631 1.953 2.162 -0.014 -0.529 -0.034
H -3.688 1.412 2.415 0.281 -0.037 -0.013
H -1.394 2.483 2.346 -0.138 -0.095 -0.005
H -1.820 -2.490 2.125 -0.096 0.252 -0.005
H -3.919 -1.061 2.318 0.183 0.207 -0.010
C 5.479 2.696 0.873 -0.096 0.311 0.473
C 5.582 1.329 0.350 -0.150 -0.328 -1.549
N 5.888 1.070 -0.948 -0.703 0.788 1.334
C 6.093 2.082 -1.972 -0.048 0.272 0.066
C 5.941 -0.308 -1.168 0.475 -0.924 0.638
C 5.759 -0.948 0.085 0.546 0.296 -0.709
C 6.096 -2.289 0.200 -0.083 -0.205 -0.127
C 6.530 -2.971 -0.937 -0.240 0.156 -0.255
C 6.588 -2.346 -2.199 0.079 0.167 0.361
C 6.316 -0.978 -2.326 0.087 -0.042 0.309
C 5.446 0.101 1.057 -0.496 -0.750 0.656
C 5.120 -0.052 2.402 0.831 0.988 -1.210
C 5.232 -1.277 3.117 0.307 -1.491 1.331
C 6.157 -1.670 4.114 -1.552 0.318 -0.760
C 7.236 -0.876 4.722 0.342 0.438 0.147
N 5.907 -2.963 4.472 -0.153 0.014 0.301
C 6.597 -3.688 5.525 0.113 0.161 0.053
C 4.806 -3.452 3.769 0.531 0.423 -0.513
C 4.387 -2.425 2.889 0.521 -0.757 0.119
C 3.448 -2.682 1.907 0.014 -0.605 -0.140
C 2.996 -3.998 1.773 0.375 0.076 0.359
C 3.369 -4.990 2.698 0.369 0.081 -0.017
C 4.298 -4.742 3.717 -0.208 0.087 -0.172
H 5.289 2.598 1.946 0.119 0.423 -0.215
H 6.415 3.252 0.690 -0.357 -0.146 0.139
H 4.638 3.259 0.443 0.195 -0.222 -0.004
H 6.185 1.589 -2.938 -0.033 0.141 0.133
H 5.238 2.767 -1.995 0.167 -0.173 -0.041
H 7.004 2.667 -1.781 -0.198 -0.239 -0.001
H 6.025 -2.789 1.162 0.093 0.028 -0.325
H 6.815 -4.015 -0.825 -0.087 0.199 -0.183
H 6.909 -2.917 -3.070 -0.103 0.147 0.220
H 6.457 -0.418 -3.252 -0.046 -0.470 0.141
H 4.809 0.831 2.952 0.339 0.223 0.042
H 7.248 0.086 4.200 0.278 -0.088 0.231
H 7.044 -0.687 5.787 0.041 -0.043 -0.167
H 8.227 -1.349 4.643 -0.290 0.158 -0.063
H 6.167 -4.684 5.595 0.062 0.058 -0.009
H 7.667 -3.790 5.309 -0.206 0.057 0.020
H 6.472 -3.197 6.501 0.034 -0.072 -0.262
H 3.074 -1.814 1.366 0.177 -0.646 -0.341
H 2.315 -4.273 0.973 0.036 0.215 0.283
H 2.922 -5.978 2.601 0.166 0.121 0.032
H 4.666 -5.494 4.419 -0.411 0.041 -0.342
```
Positions in Å, forces in eV/Å.

Values from the calculation:
**Total charge**: 0
**Gap between HOMO and LUMO**: 5.472 eV
**Highest occupied orbital energy**: -7.16 eV